(1)
DFT (ωB97M-V with the def2-TZVPD basis set) results for C49H125N7O17 as an isolated structure in a non-equilibrium geometry.

Element x y z (Å)
C1 3.1318 -0.5331 -0.0844
O1 3.3299 0.8881 -0.0978
C2 2.9046 1.4888 1.0347
C3 3.0829 2.9436 0.7728
N1 4.4782 3.2831 0.3542
C4 4.6119 4.6757 -0.1208
C5 3.9975 4.9842 -1.4681
O2 3.8647 6.3630 -1.4498
C6 3.6385 6.8534 -2.7606
H1 2.1648 -0.7811 0.3531
H2 3.8867 -1.1694 0.3775
H3 3.0446 -0.9074 -1.1044
H4 3.4495 1.1473 1.9147
H5 1.8641 1.1935 1.1698
H6 2.9573 3.4484 1.7307
H7 2.3658 3.3349 0.0512
H8 4.7191 2.5063 -0.2447
H9 5.6652 4.9561 -0.1095
H10 4.1343 5.2500 0.6730
H11 3.0678 4.4624 -1.6950
H12 4.6549 4.6111 -2.2535
H13 4.5715 6.8234 -3.3235
H14 3.2024 7.8523 -2.7729
H15 2.9059 6.2209 -3.2618
C7 -6.0973 0.9215 3.4756
O3 -6.6761 0.7734 2.1965
C8 -6.8184 -0.6411 1.7614
C9 -5.5799 -1.1465 0.9270
N2 -5.3634 -0.2103 -0.2168
C10 -3.9800 -0.5545 -0.6683
C11 -3.8718 -1.9324 -1.2665
O4 -3.6733 -2.9365 -0.2501
C12 -3.4798 -4.2021 -0.7989
H16 -6.7958 0.6358 4.2620
H17 -5.8868 1.9899 3.5230
H18 -5.2097 0.2889 3.4846
H19 -7.7557 -0.6846 1.2067
H20 -7.0014 -1.4417 2.4781
H21 -5.7374 -2.1899 0.6540
H22 -4.7983 -1.0429 1.6797
H23 -5.5315 0.7556 0.0258
H24 -3.1874 -0.3970 0.0632
H25 -3.7341 0.2082 -1.4072
H26 -3.0397 -1.9872 -1.9685
H27 -4.7804 -2.1421 -1.8309
H28 -3.0016 -4.0022 -1.7578
H29 -4.4541 -4.5958 -1.0885
H30 -3.0444 -4.8979 -0.0817
C13 -1.5018 -1.8792 -5.0551
O5 -0.4149 -0.9136 -5.1071
C14 0.5519 -1.3533 -4.2101
C15 1.8305 -0.6730 -4.7045
N3 3.0056 -0.8951 -3.8243
C16 3.3017 0.3422 -3.0826
C17 4.7836 0.1120 -2.4866
O6 5.7676 0.4505 -3.5867
C18 6.9275 -0.3801 -3.7428
H31 -1.2150 -2.9306 -5.0748
H32 -2.1814 -1.5970 -5.8593
H33 -1.9170 -1.8542 -4.0476
H34 0.7068 -2.4322 -4.2018
H35 0.2686 -0.9838 -3.2246
H36 1.6197 0.3777 -4.9037
H37 2.1264 -1.1172 -5.6549
H38 3.7739 -1.0727 -4.4555
H39 2.5390 0.6031 -2.3489
H40 3.4411 1.1669 -3.7815
H41 4.9561 -0.8664 -2.0382
H42 5.0576 0.5996 -1.5510
H43 7.2806 -1.0561 -2.9640
H44 7.6626 0.3280 -4.1254
H45 6.7211 -0.9959 -4.6181
C19 -5.0416 2.4621 -3.3427
O7 -5.2972 3.1686 -2.1201
C20 -5.2204 2.2393 -1.0918
C21 -5.3920 2.7958 0.3025
N4 -4.1442 3.4298 0.8884
C22 -3.3841 2.4270 1.6659
C23 -2.1104 3.1394 2.2901
O8 -1.4319 2.3932 3.3595
C24 -2.1151 1.2811 3.8871
H46 -5.8285 1.7456 -3.5783
H47 -4.1285 1.8735 -3.2536
H48 -4.8983 3.1622 -4.1657
H49 -4.2494 1.7460 -1.1373
H50 -5.9538 1.4583 -1.2924
H51 -5.7737 1.9655 0.8966
H52 -6.2195 3.5036 0.3519
H53 -4.3733 4.0781 1.6282
H54 -3.0690 1.5797 1.0570
H55 -3.9773 2.0969 2.5186
H56 -2.4876 4.0567 2.7422
H57 -1.4631 3.4151 1.4575
H58 -2.8701 1.6858 4.5611
H59 -1.2429 0.8455 4.3746
H60 -2.6589 0.5601 3.2768
C25 1.9123 -2.1655 3.1441
O9 1.3347 -2.4918 4.4291
C26 0.2781 -3.5054 4.4989
C27 -0.9816 -3.1263 3.6281
N5 -1.6218 -1.9710 4.2594
C28 -2.7748 -1.5242 3.5557
C29 -3.8936 -1.1350 4.5001
O10 -3.5558 0.1656 4.8205
C30 -4.0703 0.6405 6.0580
H61 1.2788 -2.4068 2.2905
H62 2.8934 -2.6104 2.9775
H63 2.0202 -1.0867 3.2566
H64 0.0139 -3.5903 5.5530
H65 0.6568 -4.4812 4.1946
H66 -1.6552 -3.9800 3.7032
H67 -0.6895 -2.9736 2.5891
H68 -1.0096 -1.2243 4.5557
H69 -3.2855 -2.2840 2.9640
H70 -2.3980 -0.6784 2.9807
H71 -3.9589 -1.9320 5.2408
H72 -4.7866 -1.1434 3.8751
H73 -5.1215 0.8823 5.9008
H74 -3.6287 1.5804 6.3891
H75 -3.9652 -0.1126 6.8390
C31 2.9801 0.1833 2.9439
O11 3.1525 -0.8153 2.0368
C32 3.5519 -1.9681 2.6899
C33 3.2382 -3.2679 1.8587
N6 2.7376 -3.0458 0.5319
C34 3.6165 -2.6124 -0.4731
C35 4.5413 -3.6813 -1.1088
O12 5.6784 -3.8565 -0.2770
C36 6.6414 -4.7112 -0.8565
H76 3.9145 0.3968 3.4630
H77 2.2851 -0.0558 3.7489
H78 2.4937 1.0551 2.5063
H79 3.3138 -1.9468 3.7534
H80 4.6386 -2.0199 2.6222
H81 2.4031 -3.7834 2.3331
H82 4.0560 -3.9872 1.9040
H83 2.3534 -2.1328 0.7291
H84 4.2389 -1.7832 -0.1367
H85 3.1623 -2.1398 -1.3440
H86 4.7553 -3.4972 -2.1616
H87 4.0415 -4.6499 -1.1195
H88 6.1596 -5.4891 -1.4488
H89 7.0775 -5.1442 0.0438
H90 7.2923 -4.1033 -1.4850
C37 -1.3262 -1.1801 1.9062
C38 -0.3238 -1.1570 0.6958
C39 -0.9092 -1.9772 -0.4889
C40 -0.2065 -1.6406 -1.7928
C41 -0.6293 -0.0986 -2.0842
C42 -0.1805 0.8510 -0.9536
N7 -0.0143 0.2906 0.3346
O13 0.2452 1.1780 1.3526
C43 1.2323 1.4784 -1.4838
C44 -1.1998 1.9937 -0.8382
C45 1.1029 -1.6903 1.0974
H91 -0.9522 -0.7268 2.8243
H92 -1.5416 -2.2045 2.2099
H93 -2.3119 -0.8126 1.6209
H94 -0.7923 -3.0599 -0.4407
H95 -1.9786 -1.7794 -0.5623
H96 -0.4684 -2.2776 -2.6376
H97 0.8824 -1.6406 -1.7448
H98 -1.6840 0.0392 -2.3221
H99 -0.2675 0.1994 -3.0683
H100 1.9299 0.7727 -1.9348
H101 1.0926 2.1938 -2.2942
H102 1.7347 2.0955 -0.7388
H103 -2.2304 1.6931 -0.6498
H104 -0.9173 2.8584 -0.2378
H105 -1.3100 2.5267 -1.7826
H106 1.1068 -2.7591 1.3112
H107 1.3457 -1.2118 2.0462
H108 1.8188 -1.5372 0.2899
H109 -0.5310 1.3850 1.8782
C46 -0.7853 -4.2771 -2.6587
O14 -0.4325 -4.0379 -3.9755
H110 -1.1041 -3.3887 -2.1136
H111 -1.4108 -5.1616 -2.5387
H112 0.0929 -4.5524 -2.0747
H113 0.5241 -4.0320 -4.0565
C47 1.4739 3.6875 -2.0912
O15 0.4616 4.7801 -2.1824
H114 2.3867 3.8363 -2.6681
H115 1.6629 3.5598 -1.0253
H116 1.0378 2.8325 -2.6078
H117 -0.2772 4.5943 -1.5982
C48 0.4536 1.9486 3.3100
O16 1.7693 2.0184 2.8190
H118 -0.1854 1.3157 2.6942
H119 0.3349 1.7494 4.3750
H120 0.0679 2.9653 3.2353
H121 1.6137 2.0784 1.8736
C49 0.0396 1.2856 -4.2730
O17 -0.1006 2.6691 -3.9555
H122 -0.7673 0.8847 -3.6595
H123 -0.1037 1.1660 -5.3469
H124 0.9642 0.7918 -3.9740
H125 0.2964 3.1411 -4.6911

Forces on atoms 1 to 2 (eV/Å):
C 0.19 6.66 -2.56
O 1.92 -2.67 -1.84

## Properties
- LUMO: 0.31 eV
- HOMO-LUMO gap: 5.7 eV
- E_HOMO: -5.400 eV

(2)
DFT (ωB97M-V with the def2-TZVPD basis set) results for C49H34N7RuS as an isolated structure.

Element x y z (Å)
Ru1 0.4681 0.2421 -0.4858
C1 3.0351 -6.9904 0.5952
C2 2.3266 -6.3082 1.5741
C3 1.9186 -5.0024 1.3567
C4 2.1995 -4.3553 0.1513
C5 2.9051 -5.0561 -0.8283
C6 3.3216 -6.3586 -0.6064
C7 1.7415 -2.9683 -0.0806
C8 0.8344 -2.7433 -1.1431
C9 0.2652 -3.7594 -1.9354
C10 -0.5935 -3.1504 -2.8279
C11 -0.5530 -1.7675 -2.5672
C12 -1.3564 -0.8035 -3.2290
C13 -2.1330 -1.2640 -4.4005
C14 -1.4873 -1.7989 -5.5179
C15 -2.2121 -2.2627 -6.6031
C16 -3.5989 -2.2108 -6.5912
C17 -4.2525 -1.6789 -5.4895
C18 -3.5287 -1.2050 -4.4072
C19 -1.5404 0.5228 -2.7879
N1 -1.0295 1.0581 -1.6255
C20 -1.5742 2.3157 -1.4997
C21 -1.3224 3.2211 -0.4536
C22 -2.1605 4.4431 -0.4024
C23 -1.6404 5.7051 -0.6764
C24 -2.4535 6.8274 -0.6222
C25 -3.7938 6.7037 -0.2869
C26 -4.3190 5.4498 -0.0074
C27 -3.5100 4.3263 -0.0706
C28 -0.3314 3.0489 0.5285
C29 0.0335 4.0219 1.4840
C30 1.0775 3.5035 2.2127
C31 1.3152 2.1962 1.7288
N2 0.4558 1.9302 0.6884
C32 2.2783 1.3132 2.2557
C33 2.4957 -0.0169 1.8163
C34 3.3172 -0.9587 2.4716
C35 3.1486 -2.1664 1.8270
C36 2.2103 -1.9630 0.7962
N3 1.8294 -0.6415 0.7805
C37 3.0559 1.7644 3.4332
C38 2.4137 2.0657 4.6352
C39 3.1452 2.3978 5.7647
C40 4.5306 2.4516 5.7098
C41 5.1774 2.1910 4.5104
C42 4.4479 1.8495 3.3831
C43 -2.4005 2.5887 -2.6083
C44 -2.3626 1.4801 -3.4241
N4 0.3163 -1.5242 -1.5245
H1 3.3631 -8.0066 0.7716
H2 2.0887 -6.7995 2.5094
H3 1.3581 -4.4705 2.1155
H4 3.1354 -4.5619 -1.7638
H5 3.8729 -6.8870 -1.3741
H6 0.4733 -4.8111 -1.8481
H7 -1.2122 -3.6310 -3.5653
H8 -0.4054 -1.8356 -5.5275
H9 -1.6933 -2.6701 -7.4617
H10 -4.1646 -2.5885 -7.4331
H11 -5.3346 -1.6380 -5.4715
H12 -4.0462 -0.8042 -3.5449
H13 -0.5944 5.8003 -0.9415
H14 -2.0418 7.8035 -0.8455
H15 -4.4278 7.5801 -0.2486
H16 -5.3635 5.3488 0.2596
H17 -3.9179 3.3468 0.1477
H18 -0.4172 4.9938 1.5923
H19 1.6380 3.9937 2.9902
H20 3.9433 -0.7608 3.3233
H21 3.6479 -3.0954 2.0422
H22 1.3324 2.0233 4.6850
H23 2.6306 2.6077 6.6942
H24 5.1010 2.6939 6.5971
H25 6.2573 2.2480 4.4532
H26 4.9492 1.6518 2.4438
H27 -2.9244 3.5142 -2.7821
H28 -2.8310 1.3492 -4.3842
C45 -2.2921 -1.5197 3.9378
N5 -2.0317 -1.1909 2.5513
C46 -2.9111 -1.3512 1.5065
C47 -2.2654 -0.9281 0.3883
N6 -1.0073 -0.5109 0.7466
C48 -0.8982 -0.6822 2.0511
H29 -2.3353 -2.6001 4.0729
H30 -3.2399 -1.0842 4.2468
H31 -1.4937 -1.1247 4.5607
H32 -3.8990 -1.7560 1.6400
H33 -2.6190 -0.8988 -0.6276
H34 -0.0201 -0.4570 2.6367
S1 3.9240 2.4481 -2.6059
C49 2.7297 1.6148 -1.9924
N7 1.8315 0.9821 -1.5467

Forces on atoms 1 to 2 (eV/Å):
Ru 0.02 -0.28 -0.01
C -0.01 0.02 0.02

## Properties
- 2S+1: 6
- LUMO (alpha / beta): -0.46 / -2.26 eV
- HOMO-LUMO gap (alpha / beta): 4.4 / 4.9 eV
- ⟨S²⟩: 8.802
- E_HOMO (alpha / beta): -4.866 / -7.190 eV